C40H57BrNaO8 | wB97M-V/def2-TZVPD

Energy relative to the best compared isomer or geometry (same formula, charge and spin): 12.4 kcal per mole
Calculated total energy: -133247.6763 eV
HOMO energy: -4.07 eV
HOMO-LUMO gap: 6.096 eV
Multiplicity: 1
Charge: -1

Structure (XYZ):
```
107
C40H57BrNaO8 | the Open Molecules 2025 dataset | wB97M-V/def2-TZVPD
Na -0.12350 -0.00388 -1.01368
C -1.85665 1.53397 -4.42437
C -0.59313 1.89701 -3.66456
C -0.65804 2.76108 -2.55878
C -1.97747 3.42183 -2.19521
C 0.50006 3.03070 -1.80917
C 0.39165 3.82349 -0.51731
C 1.73569 2.51255 -2.22362
C 3.01372 2.83424 -1.46958
C 1.80234 1.66085 -3.33823
C 3.14336 1.06740 -3.72363
C 0.64215 1.35600 -4.06134
C 0.70295 0.42605 -5.26029
H -1.94370 2.11003 -5.35718
H -2.74806 1.71509 -3.82453
H -1.86340 0.47248 -4.68526
H -2.67300 2.70203 -1.75281
H -2.45027 3.83370 -3.09150
H -1.83804 4.24635 -1.49660
H 0.45336 4.90816 -0.68582
H 1.17217 3.53773 0.18481
H -0.55519 3.61336 -0.01526
H 3.35116 1.98107 -0.85902
H 2.89223 3.68768 -0.80154
H 3.81917 3.07615 -2.16856
H 3.74934 1.77565 -4.30480
H 3.02709 0.16617 -4.32352
H 3.71903 0.79502 -2.83245
H 0.53215 -0.62043 -4.95923
H 1.66951 0.47589 -5.76439
H -0.05841 0.68141 -6.00045
C -0.66475 -2.76625 1.31062
O -0.16985 -2.52997 0.00372
C -0.05538 -3.73659 -0.73696
C 0.26400 -3.50626 -2.19090
O 1.49472 -2.81139 -2.38573
C 2.63104 -3.61883 -2.17123
C 3.84450 -2.73616 -2.01784
O 3.62634 -1.70749 -1.08959
C 3.35404 -2.22121 0.21201
H -1.68578 -3.16470 1.27177
H -0.67184 -1.81185 1.84220
H -0.02682 -3.47859 1.85212
H -1.00293 -4.28681 -0.70107
H 0.69073 -4.38238 -0.26409
H -0.51543 -2.89427 -2.63108
H 0.29315 -4.48371 -2.68584
H 2.78913 -4.28029 -3.02500
H 2.50633 -4.25337 -1.29004
H 4.08590 -2.26900 -2.97187
H 4.69034 -3.36619 -1.71517
H 4.25235 -2.68001 0.64212
H 2.54836 -2.96743 0.18299
H 3.00952 -1.38885 0.82687
C -0.11093 1.58571 7.29601
C -1.10445 1.12729 6.22833
C -1.50786 -0.32314 6.54754
C -2.35395 2.02000 6.33589
C -0.49528 1.20545 4.81986
C -1.28133 0.99102 3.68750
C -0.70642 0.98391 2.43197
Br -1.85806 0.80552 0.92557
C 0.68765 1.13055 2.15942
O 1.18165 0.95354 0.97844
C 1.44962 1.52156 3.31909
C 0.84914 1.49127 4.58262
C 2.91576 1.98311 3.17272
C 3.82202 0.82559 2.72107
C 3.02729 3.12560 2.14482
C 3.47431 2.52658 4.48895
H -0.58855 1.54845 8.28465
H 0.22129 2.61647 7.11388
H 0.77550 0.94019 7.32636
H -2.00595 -0.39031 7.52928
H -0.62301 -0.97130 6.56191
H -2.19485 -0.70990 5.78544
H -2.71624 2.05126 7.37426
H -3.17207 1.64736 5.71016
H -2.12461 3.04288 6.01484
H -2.35384 0.82606 3.76804
H 1.46737 1.73504 5.43794
H 3.62693 0.57362 1.67704
H 3.65112 -0.06982 3.33634
H 4.88063 1.11340 2.81366
H 2.64479 2.79815 1.18071
H 4.07605 3.43011 2.02960
H 2.45049 3.99759 2.47681
H 3.58353 1.74151 5.24877
H 2.84316 3.32447 4.90200
H 4.46888 2.94244 4.29786
O -3.41412 0.54051 -1.65861
C -2.90602 -0.51395 -2.10704
O -1.66710 -0.82593 -2.14864
C -3.87426 -1.54607 -2.66703
C -5.09737 -1.13473 -3.17827
C -6.01058 -2.04934 -3.72735
C -5.64859 -3.37182 -3.70484
O -6.36633 -4.45582 -4.15380
C -5.55949 -5.61593 -3.89633
O -4.34863 -5.15883 -3.27874
C -4.44903 -3.78658 -3.18710
C -3.53130 -2.90725 -2.67449
H -5.33504 -0.07736 -3.12793
H -6.96669 -1.73401 -4.13732
H -5.32952 -6.11800 -4.83012
H -6.08519 -6.28645 -3.22440
H -2.57653 -3.23685 -2.27745
```

Here are the Mulliken charges for atoms 1 to 5, given in e: number 1, Na, carries 0.348; number 2, C, carries -2.723; number 3, C, carries 1.672; number 4, C, carries 1.104; number 5, C, carries -2.450

***

C13H19CdN2S | wB97M-V/def2-TZVPD

Energy relative to the best compared isomer or geometry (same formula, charge and spin): 0.0 kcal per mole
Calculated total energy: -32164.4739 eV
HOMO energy (alpha / beta): -0.64 / -0.73 eV
HOMO-LUMO gap (alpha / beta): 3.786 / 3.839 eV
Multiplicity: 1
Charge: -1

Structure (XYZ):
```
36
C13H19CdN2S | the Open Molecules 2025 dataset | wB97M-V/def2-TZVPD
C -1.22377 2.23746 -3.04291
Cd 0.36073 0.74708 -2.76231
N 1.25546 -1.23050 -3.70000
H -1.83871 0.50498 -6.76652
H 2.24535 -1.11478 -3.91833
H -2.19653 1.16334 -6.76019
H -1.18760 2.69851 -4.03092
H -0.95374 2.94612 -2.24110
H -2.21823 1.79667 -2.85853
H 1.18643 -1.83613 -2.87747
H 0.81322 -1.69382 -4.49450
N 0.60460 -0.52069 -0.96050
S -0.53222 -0.52560 0.20462
C 0.07058 -1.73957 1.39141
C 1.42937 -1.88927 1.67109
C 1.83419 -2.94336 2.50705
C 0.89403 -3.82808 3.04275
C -0.46829 -3.65635 2.76220
C -0.88855 -2.62631 1.92491
C -0.40023 1.04891 1.06055
C -1.59578 1.74895 1.31590
C -1.54973 3.01286 1.90136
C -0.31282 3.59621 2.20640
C 0.87721 2.90659 1.93589
C 0.82990 1.62895 1.35576
H 1.51922 -0.55160 -0.49016
H 2.15996 -1.21228 1.24557
H 2.89950 -3.06462 2.72000
H 1.22215 -4.63960 3.68710
H -1.20971 -4.34369 3.18362
H -1.92988 -2.48934 1.65320
H -2.54341 1.28376 1.05209
H -2.47662 3.56236 2.11540
H -0.26631 4.58276 2.67296
H 1.84725 3.35474 2.16594
H 1.74297 1.08539 1.12768
```

Here are the Mulliken charges for atoms 1 to 5, given in e: number 1, C, carries -1.204; number 2, Cd, carries 0.171; number 3, N, carries -1.231; number 4, H, carries -0.028; number 5, H, carries 0.610

***

C4H23O13 | wB97M-V/def2-TZVPD

Energy relative to the best compared isomer or geometry (same formula, charge and spin): 0.0 kcal per mole
Calculated total energy: -31142.2924 eV
HOMO energy: -6.35 eV
HOMO-LUMO gap: 9.307 eV
Multiplicity: 1
Charge: -1

Structure (XYZ):
```
40
C4H23O13 | the Open Molecules 2025 dataset | wB97M-V/def2-TZVPD
O -1.10048 1.01998 1.58046
C -0.16615 0.32852 1.93805
O -0.18163 -1.00742 1.61269
C 1.10128 0.85986 2.68321
C 1.66061 1.92344 1.86514
C 1.61689 1.58645 0.27318
O 1.04079 2.42717 -0.41315
O 2.20965 0.54574 -0.09706
H -1.08866 -1.38734 1.24552
H 0.80574 1.07852 3.72139
H 1.91591 0.06607 2.87161
H 1.24765 2.97251 2.06795
H 2.76168 1.92544 2.04632
H 0.01769 -4.36373 0.19590
H 1.41344 -3.77977 0.51175
O 0.99137 -4.50618 0.00577
H -1.51802 1.41378 -1.18207
H -1.08089 1.18724 -2.88928
O -1.74624 1.02365 -2.17507
H -0.64671 3.24595 0.34485
H -1.50983 3.89982 -0.89778
O -1.39845 3.77207 0.05358
H 0.73723 2.24028 -2.16450
H 1.13128 0.87818 -2.66034
O 0.69411 1.70693 -3.01448
H 2.37240 -1.71012 0.66865
H 1.18177 -1.67988 1.72015
O 1.93157 -2.32939 1.33894
H -3.01226 -1.66325 0.48742
H -1.82082 -1.88686 -0.35221
O -2.28214 -2.21665 0.46353
H 2.47905 -1.55301 -2.35991
H 1.97056 -2.91533 -1.76508
O 1.72978 -2.22634 -2.34370
H -1.13921 -0.56356 -2.01567
H -0.22829 -1.79862 -1.95607
O -1.20893 -1.58313 -1.87740
H -3.03910 0.88127 0.68210
H -3.86565 1.25921 -0.53296
O -3.97699 0.92851 0.31857
```

Here are the Mulliken charges for atoms 1 to 5, given in e: number 1, O, carries -0.610; number 2, C, carries 0.643; number 3, O, carries -0.519; number 4, C, carries -0.427; number 5, C, carries -0.643

***

C29H32IrN6O8S3 | wB97M-V/def2-TZVPD

Energy relative to the best compared isomer or geometry (same formula, charge and spin): 10.6 kcal per mole
Calculated total energy: -91261.2354 eV
HOMO energy: -4.75 eV
HOMO-LUMO gap: 6.803 eV
Multiplicity: 1
Charge: -1

Structure (XYZ):
```
79
C29H32IrN6O8S3 | the Open Molecules 2025 dataset | wB97M-V/def2-TZVPD
Ir 2.63671 0.04703 -0.74167
C -1.90712 0.02517 2.05517
O -1.82531 -0.91756 0.95902
C -2.17670 -2.20295 1.26534
C -3.29241 -2.47837 2.04746
C -3.67334 -3.78507 2.29898
C -2.93498 -4.83837 1.78142
C -1.79905 -4.57651 1.03597
C -1.39929 -3.27203 0.76773
N -0.23650 -3.07688 -0.02111
C 0.60120 -1.98931 0.12187
N 0.88709 -1.67830 1.38767
C 1.51558 -0.52938 1.91834
C 2.31571 0.35713 1.18857
C 2.93176 1.38432 1.91706
C 2.72911 1.54211 3.27766
C 1.91142 0.67039 3.97916
C 1.32132 -0.36731 3.29187
O 0.48928 -1.29465 3.92077
C 1.07218 -1.94530 5.04102
N 1.10393 -1.35320 -0.89979
C 0.62941 -1.58017 -2.21664
C -0.71282 -1.74823 -2.54292
C -1.11662 -1.91010 -3.86385
C -0.17529 -1.87563 -4.87480
C 1.16302 -1.65850 -4.57638
C 1.56856 -1.50032 -3.26266
O 2.84516 -1.22427 -2.89031
C 3.75701 -0.74663 -3.88640
H -1.26114 0.87346 1.82030
H -1.55507 -0.44694 2.97256
H -2.93377 0.37836 2.17873
H -3.87218 -1.65550 2.44219
H -4.55128 -3.97762 2.90117
H -3.22815 -5.86110 1.97554
H -1.18447 -5.38425 0.65933
H -0.25123 -3.47105 -0.94819
H 0.48705 -2.27550 2.09485
H 3.56459 2.08600 1.39857
H 3.20234 2.36858 3.79142
H 1.72812 0.79676 5.03838
H 1.06793 -1.30128 5.92338
H 2.10061 -2.24120 4.82150
H 0.46630 -2.82824 5.24325
H -1.45502 -1.73827 -1.75469
H -2.16657 -2.04154 -4.09103
H -0.47850 -1.98077 -5.90780
H 1.88541 -1.56895 -5.37318
H 4.65680 -0.47765 -3.34202
H 3.32670 0.12078 -4.38886
H 3.98649 -1.54187 -4.59950
N -0.85338 1.39022 -0.86811
C -0.78927 1.65938 -2.31302
C 0.61669 1.51542 -2.89727
O 0.71333 1.66094 -4.10692
O 1.57817 1.27743 -2.09345
H -1.46540 2.12794 -0.41128
H 0.06830 1.54238 -0.42151
H -1.16843 0.44792 -0.63958
H -1.13363 2.68072 -2.47682
H -1.44207 0.97941 -2.85406
O 4.06004 -1.27388 -0.15578
S 5.41061 -0.53084 -0.33200
O 6.15366 -1.10117 -1.43327
O 6.10524 -0.44963 0.92509
S 4.60573 1.29151 -0.90080
C -4.06968 3.78434 -1.08423
C -2.97943 4.44802 -0.29013
C -2.98842 5.80443 -0.02161
C -1.89953 6.28249 0.70154
N -0.91672 5.53000 1.14242
C -0.97393 4.19734 0.87659
S 0.23767 3.15383 1.46341
N -2.00214 3.66075 0.14590
H -4.79970 4.50894 -1.44176
H -4.58190 3.04201 -0.47004
H -3.64509 3.26309 -1.94419
H -3.77957 6.45434 -0.36619
H -1.82511 7.34337 0.93264
```

Here are the Mulliken charges for atoms 1 to 5, given in e: number 1, Ir, carries 2.659; number 2, C, carries -0.651; number 3, O, carries 0.107; number 4, C, carries 1.057; number 5, C, carries -0.802

***

C4H6FO4Y | wB97M-V/def2-TZVPD

Energy relative to the best compared isomer or geometry (same formula, charge and spin): 126.2 kcal per mole
Calculated total energy: -16174.9683 eV
HOMO energy: -15.02 eV
HOMO-LUMO gap: 2.737 eV
Multiplicity: 1
Charge: +2

Structure (XYZ):
```
16
C4H6FO4Y | the Open Molecules 2025 dataset | wB97M-V/def2-TZVPD
C 2.24416 0.91438 1.35831
O 0.86998 0.81734 1.63111
H 2.81479 0.14742 1.91230
H 2.46653 0.79714 0.28268
H 2.58368 1.91223 1.67393
C -1.48712 -1.05574 -1.54954
O -0.62544 -0.06049 -1.64798
C -0.36089 0.76239 -0.52175
C 0.02172 -0.04899 0.71352
O -1.44720 -1.87139 -0.57365
O -2.48354 -1.06502 -2.31592
F -1.47533 1.51560 -0.27819
H 0.44119 1.43144 -0.85198
H 0.67202 -0.88402 0.40662
H -0.86614 -0.22102 1.33125
Y -3.36842 -3.09127 -1.57070
```

Here are the Mulliken charges for atoms 1 to 5, given in e: number 1, C, carries -0.626; number 2, O, carries -0.386; number 3, H, carries 0.262; number 4, H, carries 0.304; number 5, H, carries 0.255

***

C4H11O6PSi | wB97M-V/def2-TZVPD

Energy relative to the best compared isomer or geometry (same formula, charge and spin): 0.0 kcal per mole
Calculated total energy: -33779.7203 eV
HOMO energy (alpha / beta): -2.09 / -2.09 eV
HOMO-LUMO gap (alpha / beta): 7.770 / 7.719 eV
Multiplicity: 1
Charge: -2

Structure (XYZ):
```
23
C4H11O6PSi | the Open Molecules 2025 dataset | wB97M-V/def2-TZVPD
C -3.48348 -0.83408 -0.13951
C -2.02582 -0.38250 -0.40679
C -1.47603 0.70672 0.50922
C 1.56577 -0.33970 0.56886
O 3.37452 1.39724 1.03181
O 3.11412 0.49361 -1.43844
O 4.31984 -0.74491 0.43805
O 0.90307 -2.41859 -0.53597
O 0.47614 1.14438 -1.35121
O 0.87222 2.41173 1.13203
Si 0.42647 1.18627 0.26388
P 3.17426 0.08502 0.04096
H -4.11757 0.08594 0.12084
H -3.92326 -1.34963 -1.02903
H -3.65951 -1.55845 0.74642
H -1.34484 -1.24593 -0.56352
H -1.90917 0.02867 -1.35912
H -1.42155 0.53073 1.70912
H -2.14552 1.65844 0.46731
H 1.67755 -0.92058 1.43278
H 1.68095 -2.59299 -1.05769
H 1.34598 0.84057 -1.60670
H 2.57584 1.81804 1.02672
```

Here are the Mulliken charges for atoms 1 to 5, given in e: number 1, C, carries -1.157; number 2, C, carries -0.109; number 3, C, carries -0.714; number 4, C, carries -0.324; number 5, O, carries -0.476